[1]
Computed, not measured: 2 unconnected molecules or ions with the total composition C3H2NO4S in a non-equilibrium geometry, with ωB97M-V/def2-TZVPD.

ΔE to the lowest compared entry with this formula, charge and spin = 2.7749 eV
Multiplicity = 1
E_tot = -23657.5106 eV
Total charge = -1

Geometry as XYZ:
```
11
C3H2NO4S (ωB97M-V/def2-TZVPD)
C 0.74009 0.43239 -2.40014
C -0.45001 0.30470 0.28015
C 1.34765 0.18042 -1.20717
N 0.21764 0.57204 -3.43595
O -2.50463 -0.40208 1.75397
O -0.68641 1.46980 0.24879
O -0.29663 0.18862 2.70325
O -0.68257 -2.04490 1.72912
S -1.04136 -0.64964 1.79539
H 1.45695 -0.91690 -0.88277
H 1.89928 0.86555 -0.58463
```

These are the Löwdin partial charges, in e, on atoms 1 to 5:
1. C -0.41
2. C -0.15
3. C -0.09
4. N 0.09
5. O -0.35


[2]
Computed, not measured: a molecular structure, C19H16ClLuN2O3 in a non-equilibrium geometry, with ωB97M-V/def2-TZVPD.

ΔE to the lowest compared entry with this formula, charge and spin = 1.0189 eV
Multiplicity = 1
E_tot = -75215.7909 eV
Total charge = +2

Geometry as XYZ:
```
42
C19H16ClLuN2O3 (ωB97M-V/def2-TZVPD)
Lu -0.30051 1.00525 -0.31238
Cl -5.09018 -4.68839 -1.59184
C -4.10610 -3.28171 -1.30974
C -4.78308 -2.08176 -1.17942
C -4.10813 -0.90109 -0.92152
C -2.71216 -0.88238 -0.96880
O -2.10242 0.29506 -0.87471
C -2.04394 -2.10711 -0.95015
C -0.67683 -2.21756 -0.55192
N 0.14478 -1.23178 -0.37727
C 1.48811 -1.43633 -0.00777
C 2.20544 -2.50220 -0.47465
C 3.57293 -2.59187 -0.17210
C 4.19612 -1.77464 0.73130
C 3.40370 -0.66499 1.20809
C 3.99541 0.35293 1.94370
C 3.31645 1.36680 2.55970
C 1.93519 1.42333 2.16748
N 1.34659 0.60333 1.36525
C 2.07428 -0.49542 0.84602
C -2.76182 -3.30450 -1.00706
H -5.86244 -2.14362 -1.34298
H -4.64978 -0.02627 -0.80141
H -0.24164 -3.20802 -0.40633
H 1.80680 -3.09209 -1.24461
H 4.13999 -3.41128 -0.63741
H 5.32194 -1.78375 0.91713
H 5.08839 0.31381 1.90594
H 3.71132 2.25167 3.00976
H 1.37167 2.27783 2.49374
H -2.14752 -4.22936 -0.92126
O 2.06608 0.23682 -3.09472
C 1.40856 0.71999 -2.35440
C -1.70092 4.08862 1.16253
C -1.11423 4.42407 -0.19520
O -0.35021 3.27703 -0.66375
H -1.95913 5.01426 1.72665
H -0.92817 3.48302 1.68275
H -2.66002 3.52640 1.16325
H -0.44906 5.28066 -0.08274
H -1.89998 4.56904 -0.92284
H 0.05454 3.54622 -1.51633
```

These are the Löwdin partial charges, in e, on atoms 1 to 5:
1. Lu 1.78
2. Cl 0.73
3. C -0.64
4. C -0.05
5. C 0.03


[3]
Computed, not measured: a molecular structure, C28H28N4OS4Zr in a non-equilibrium geometry, with ωB97M-V/def2-TZVPD.

ΔE to the lowest compared entry with this formula, charge and spin = 1.1051 eV
Multiplicity = 1
E_tot = -82108.3344 eV
Total charge = +2

Geometry as XYZ:
```
66
C28H28N4OS4Zr (ωB97M-V/def2-TZVPD)
Zr 9.97240 13.62042 10.30646
S 11.80438 12.44724 8.83578
C 11.08718 10.86644 8.92528
C 11.99928 9.78400 9.15777
C 11.57037 8.45373 9.16747
C 10.21363 8.14951 8.93336
C 9.29763 9.17515 8.70534
C 9.72132 10.51648 8.78766
S 8.70496 11.96075 8.72123
C 7.12396 11.45492 9.51460
C 6.71684 12.69174 10.22601
C 5.36620 12.82218 10.62495
C 4.91022 13.92642 11.41429
C 5.76198 15.01394 11.53687
C 7.09912 14.86474 11.04766
C 8.01164 16.07389 11.09498
S 9.39769 15.44919 12.08448
C 10.51108 16.77336 11.90536
C 10.39157 17.89996 12.71826
C 11.44178 18.83215 12.78401
C 12.70316 18.64747 12.08026
C 12.72745 17.61111 11.13626
C 11.70343 16.61379 11.10724
S 11.76459 15.51286 9.74823
N 7.56806 13.70160 10.43696
H 13.02663 10.02231 9.29078
H 12.22384 7.60070 9.40265
H 9.85960 7.11580 8.98631
H 8.26800 8.96903 8.43927
H 7.27402 10.54252 10.14233
H 6.38816 11.08149 8.80759
H 4.63931 12.06352 10.30573
H 3.91650 13.93230 11.82629
H 5.44194 15.96071 11.92728
H 7.55164 16.91539 11.67614
H 8.40313 16.35126 10.13158
H 9.54506 18.10734 13.35570
H 11.30768 19.70115 13.41954
H 13.58123 19.21610 12.29276
H 13.54317 17.41384 10.46217
O 11.62381 13.22056 11.92742
C 12.08770 11.82132 12.08109
C 10.82146 11.08656 12.37068
C 10.99495 9.91771 13.07830
C 9.86786 9.39199 13.75577
C 8.62958 9.96654 13.46535
C 8.55744 11.11824 12.72130
N 9.64139 11.65648 12.04187
H 12.33354 13.68564 11.45363
H 12.79571 11.74942 12.93052
H 12.53502 11.37075 11.15696
H 12.03716 9.57201 13.22354
H 9.88772 8.40970 14.18837
H 7.67219 9.62354 13.89133
H 7.56464 11.49544 12.45257
C 9.07707 15.58699 4.78783
N 9.84192 14.80077 5.76024
C 11.00091 13.99492 5.23300
C 9.53071 14.78240 7.04604
N 9.40461 14.72533 8.21365
H 8.18384 16.07255 5.19415
H 8.81017 14.90713 3.96549
H 9.67261 16.37056 4.30116
H 11.55053 13.54081 6.04429
H 11.67462 14.65669 4.66797
H 10.66228 13.23708 4.50352
```

These are the Löwdin partial charges, in e, on atoms 1 to 5:
1. Zr 1.17
2. S 0.63
3. C -0.70
4. C -0.11
5. C -0.05


[4]
Computed, not measured: 26 unconnected molecules or ions with the total composition H52O26 in a non-equilibrium geometry, with ωB97M-V/def2-TZVPD.

ΔE to the lowest compared entry with this formula, charge and spin = 0.6829 eV
Multiplicity = 1
E_tot = -54083.6349 eV

Geometry as XYZ:
```
78
H52O26 (ωB97M-V/def2-TZVPD)
O -3.53190 -2.51285 3.36735
H -4.05840 -2.97891 2.73464
H -2.66752 -2.94451 3.30224
O -1.89987 3.00275 -0.87698
H -1.41730 3.76135 -1.23825
H -1.98709 2.46485 -1.65842
O 1.48909 -3.13925 3.32995
H 2.06707 -3.31101 2.60594
H 2.01615 -3.21289 4.15474
O -4.41474 0.22524 2.58766
H -4.13877 -0.73832 2.78709
H -3.80704 0.70641 3.14168
O 1.27843 2.29358 4.59136
H 2.07755 1.95937 4.17891
H 0.65970 1.54429 4.61996
O 1.45874 4.89107 -0.48674
H 1.30557 4.41162 0.32531
H 0.59354 4.88342 -0.94349
O -2.16396 1.15581 1.28865
H -3.14954 0.99900 1.41046
H -2.12648 1.98593 0.79686
O 3.62648 1.77215 -1.55219
H 4.39806 1.85830 -1.00842
H 3.48423 2.70733 -1.72202
O -0.85717 -2.48927 2.27495
H -0.83247 -1.68886 2.78491
H -0.01866 -2.89451 2.53706
O 1.15116 -0.43712 -4.03540
H 1.81803 -1.00594 -3.66899
H 0.45379 -1.07192 -4.26926
O -0.65775 0.04810 3.43705
H -1.27135 0.59864 2.92662
H 0.22753 -0.01223 2.99463
O -0.39887 4.84471 -2.98587
H 0.26004 4.14010 -3.14631
H -0.97333 4.77964 -3.74735
O -0.76573 -2.12468 -2.69318
H -0.63382 -3.05922 -2.50203
H -0.94088 -1.70986 -1.82463
O 0.79693 -4.81941 -1.05031
H 1.47453 -4.56582 -0.40804
H -0.02116 -4.55167 -0.62859
O -2.87052 -4.16965 0.54367
H -2.78887 -3.31568 0.15692
H -2.51512 -4.79265 -0.05736
O -1.79504 -5.03471 -2.30087
H -1.31748 -5.65048 -2.81406
H -2.68918 -5.00901 -2.63607
O 1.47403 2.57743 -3.58553
H 2.39551 2.75542 -3.58712
H 1.37225 1.65704 -3.83501
O -0.45667 -1.07371 -0.07578
H -0.42143 -0.21745 0.33414
H -0.60668 -1.66683 0.69209
O 4.01763 4.47877 -1.36194
H 4.79793 4.68172 -0.87593
H 3.24903 4.62729 -0.82633
O 1.89260 0.11880 2.06996
H 1.58857 0.68909 1.31540
H 2.05666 -0.77810 1.73100
O 0.77320 4.16705 2.39742
H 0.89032 5.01927 2.84010
H 0.86754 3.51824 3.06428
O 2.95436 -3.44783 0.17662
H 3.63113 -4.05826 -0.16164
H 2.96477 -2.60798 -0.32843
O -2.15047 0.49148 -2.96915
H -1.55460 -0.11281 -3.41626
H -2.85848 -0.07383 -2.62826
O 2.64887 -1.04419 -0.98553
H 3.05766 -0.19642 -0.93406
H 1.74145 -0.88045 -1.12848
O 1.02820 1.68698 -0.24831
H 1.62898 1.48478 -0.96455
H 0.27036 2.19327 -0.55781
O -3.62752 -0.68327 -0.63237
H -4.40599 -0.97543 -0.16539
H -3.14578 -0.12333 0.02307
```

These are the Löwdin partial charges, in e, on atoms 1 to 5:
1. O -0.04
2. H 0.03
3. H 0.03
4. O -0.03
5. H 0.02


[5]
Computed, not measured: 2 unconnected molecules or ions with the total composition C4H9N in a non-equilibrium geometry, with ωB97M-V/def2-TZVPD.

ΔE to the lowest compared entry with this formula, charge and spin = 3.5275 eV
Multiplicity = 2
E_tot = -5772.9097 eV
Total charge = +1

Geometry as XYZ:
```
14
C4H9N (ωB97M-V/def2-TZVPD)
C 2.31376 0.40087 -0.13801
N 2.26839 0.32079 -1.39859
H 1.89303 1.26869 0.38515
H 2.75108 -0.30596 0.57599
H 2.69961 -0.54439 -1.72329
C -1.40774 0.16598 -0.84490
C -1.09409 -0.59143 0.34450
C -1.47248 -0.25143 1.66415
H -0.68687 1.00671 -0.89980
H -2.42071 0.58656 -0.82973
H -1.26103 -0.41102 -1.75225
H -0.33853 -1.36634 0.26842
H -1.22472 -0.93344 2.46570
H -2.01969 0.65442 1.88265
```

These are the Löwdin partial charges, in e, on atoms 1 to 5:
1. C -0.17
2. N 0.04
3. H 0.06
4. H 0.07
5. H 0.05